[1]
Below is a molecular structure, C29H41Cl2F10N7PbS, with properties calculated with ωB97M-V/def2-TZVPD.

Properties
HOMO, eV: -6.85
Gap between HOMO and LUMO, eV: 7.0538

Geometry as XYZ:
```
91
Properties=species:S:1:pos:R:3:forces:R:3:lowdin_charge:R:1
Pb -1.8203 -0.3512 -0.3681 0.0 0.2 0.4 1.366
C -3.2393 -3.1051 -2.1408 0.0 0.0 0.0 -0.093
N -3.3492 -2.4197 -0.8553 0.0 0.1 0.0 -0.292
C -2.9899 -3.3466 0.2290 0.0 0.0 0.0 -0.200
C -1.5067 -3.6527 0.2954 0.0 -0.1 0.0 -0.253
N -0.7735 -2.4388 0.5983 -0.2 0.0 -0.2 -0.112
C 0.2930 -2.5508 1.4064 0.1 0.1 0.0 -0.225
C 1.0337 -3.7218 1.7088 0.0 -0.1 0.0 -0.135
F 0.7986 -4.8728 1.0304 0.1 0.1 0.1 0.065
C 2.0434 -3.7655 2.6526 0.1 -0.1 0.0 -0.153
F 2.6652 -4.9295 2.8966 -0.1 0.2 0.0 0.110
C 2.4398 -2.6281 3.3341 0.0 0.0 0.0 -0.173
F 3.3831 -2.6813 4.2904 0.0 0.0 -0.1 0.094
C 1.8160 -1.4353 3.0038 0.0 0.0 0.0 -0.169
F 2.1669 -0.2984 3.6293 0.0 -0.1 -0.1 0.102
C 0.8082 -1.4086 2.0636 0.0 0.0 0.1 -0.204
F 0.2520 -0.2034 1.7864 0.0 -0.1 0.0 -0.059
C -4.7410 -1.9576 -0.7035 -0.1 0.0 0.0 -0.204
C -4.9616 -1.0711 0.5036 -0.1 0.0 0.0 -0.279
N -4.1517 0.1238 0.3769 0.1 -0.3 -0.1 -0.140
C -4.4558 1.1572 1.2052 0.1 0.1 0.1 -0.252
C -5.1704 1.1121 2.4215 -0.1 0.0 0.0 -0.170
F -5.6314 -0.0625 2.9122 0.0 0.1 0.0 0.053
C -5.4187 2.2281 3.2029 0.0 0.0 0.1 -0.156
F -6.0976 2.0856 4.3517 0.1 0.0 -0.1 0.107
C -4.9565 3.4775 2.8369 0.0 0.0 0.0 -0.163
F -5.1798 4.5550 3.6069 0.0 -0.1 -0.1 0.102
C -4.2306 3.5746 1.6618 0.0 0.0 0.0 -0.177
F -3.7390 4.7608 1.2743 -0.1 -0.1 0.0 0.107
C -4.0029 2.4554 0.8936 0.0 0.1 0.0 -0.181
F -3.2647 2.6259 -0.2281 0.0 0.0 0.0 0.038
H -3.9387 -3.9501 -2.1864 0.0 0.0 0.0 0.101
H -2.2358 -3.4951 -2.2875 0.0 0.0 0.0 0.071
H -3.4791 -2.4176 -2.9496 0.0 0.0 0.0 0.072
H -3.5681 -4.2765 0.1189 0.0 0.0 0.0 0.132
H -3.2722 -2.8863 1.1752 0.0 0.0 0.0 0.104
H -1.1714 -4.1291 -0.6346 0.0 -0.1 0.0 0.104
H -1.3957 -4.4138 1.0736 0.0 0.0 0.0 0.120
H -5.4071 -2.8321 -0.6524 0.0 0.0 0.0 0.129
H -4.9932 -1.3914 -1.6033 0.0 0.0 0.0 0.121
H -4.7771 -1.6406 1.4219 0.0 0.0 0.0 0.091
H -6.0344 -0.8345 0.5181 0.0 0.0 0.0 0.127
Cl -2.4062 -0.6560 3.4180 0.0 -0.1 0.0 0.597
C -1.7776 0.7519 4.2865 0.0 0.0 0.0 -0.956
Cl -1.3684 2.0857 3.2022 0.0 0.0 0.0 0.587
H -0.8795 0.4497 4.8151 0.0 0.0 0.0 0.026
H -2.5523 1.0970 4.9636 0.1 0.0 0.0 0.028
N -1.0465 -0.9797 -2.9324 0.0 -0.1 0.0 -0.062
C -1.7767 -0.2855 -3.9965 0.0 -0.1 -0.1 -0.265
C -1.7434 1.2127 -3.7706 0.0 0.1 -0.1 -0.281
N -2.2745 1.5482 -2.4576 0.0 0.0 0.0 -0.065
H -0.1052 -0.6034 -2.8487 0.0 0.0 0.0 0.029
H -0.9724 -1.9688 -3.1315 0.1 0.0 0.0 0.067
H -2.8131 -0.6341 -3.9844 0.0 0.0 0.0 0.099
H -1.3709 -0.5013 -4.9916 0.0 0.0 0.0 0.114
H -2.2759 1.7049 -4.5928 0.0 0.0 0.0 0.114
H -0.7045 1.5503 -3.8038 0.0 0.0 0.0 0.086
H -3.2827 1.6359 -2.4458 0.0 0.0 0.0 0.076
H -1.8959 2.4214 -2.1132 0.0 0.0 0.0 0.062
C 4.1495 3.6145 -1.0082 0.0 0.0 0.0 -0.107
C 3.7587 3.9373 -2.4472 0.0 0.0 0.0 -0.250
C 4.0932 2.8491 -3.4694 0.0 0.0 0.0 -0.196
C 3.1542 1.6477 -3.4764 0.0 0.0 -0.1 -0.212
N 3.3377 0.7689 -2.3340 0.1 -0.1 0.1 0.018
C 2.4724 0.6161 -1.3211 -0.1 -0.1 0.2 -0.810
S 0.9591 1.3733 -1.2771 0.0 0.1 -0.1 0.616
N 2.8389 -0.1776 -0.2970 0.0 0.2 0.0 0.023
C 4.1281 -0.8263 -0.1129 0.0 0.0 -0.1 -0.171
C 5.2522 0.1378 0.2715 0.0 0.0 0.0 -0.195
C 5.0662 0.7708 1.6483 0.0 0.0 0.0 -0.253
C 5.4028 -0.1889 2.7818 0.0 0.0 0.0 -0.099
H 4.0364 4.4933 -0.3740 0.0 0.0 0.0 0.076
H 5.1945 3.3009 -0.9511 0.0 0.0 0.0 0.070
H 3.5274 2.8295 -0.5802 0.0 0.0 0.0 0.039
H 4.2709 4.8528 -2.7512 0.0 0.0 0.0 0.103
H 2.6878 4.1512 -2.4936 0.0 0.0 0.0 0.104
H 5.1238 2.5065 -3.3177 0.0 0.0 0.0 0.111
H 4.0635 3.2783 -4.4739 0.0 0.0 0.0 0.109
H 3.3086 1.0592 -4.3846 0.0 0.0 0.0 0.118
H 2.1150 1.9772 -3.4587 0.1 0.0 0.0 0.065
H 4.2572 0.3728 -2.2279 0.0 -0.1 0.0 0.122
H 2.1869 -0.1839 0.4720 0.0 0.0 -0.1 0.087
H 4.3840 -1.3782 -1.0229 0.0 0.0 0.0 0.120
H 3.9834 -1.5813 0.6605 0.0 0.0 0.0 0.115
H 5.3262 0.9239 -0.4830 0.0 0.0 0.0 0.080
H 6.1973 -0.4126 0.2462 0.0 0.0 0.0 0.118
H 4.0403 1.1351 1.7499 0.0 0.0 0.0 0.103
H 5.7050 1.6535 1.7199 0.0 0.0 0.0 0.107
H 4.8420 -1.1201 2.7045 0.0 0.0 0.0 0.052
H 5.1725 0.2450 3.7534 0.0 0.0 0.0 0.078
H 6.4638 -0.4426 2.7672 0.0 0.0 0.0 0.077
```
Positions in Å, forces in eV/Å.

[2]
Below is 2 unconnected molecules or ions with the total composition C3H11NS2, with properties calculated with ωB97M-V/def2-TZVPD.

Properties
HOMO, eV: -8.37
Structure (SMILES): CCN.CSS
Gap between HOMO and LUMO, eV: 8.7334

Geometry as XYZ:
```
17
Properties=species:S:1:pos:R:3:forces:R:3:nbo_charge:R:1
C 1.6786 -0.3869 -0.8703 0.2 0.8 -1.7 -0.630
C 0.4420 -1.0373 -1.5797 2.2 4.3 -2.7 -0.210
N 0.6222 -0.8901 -3.1897 -0.5 -0.7 2.6 -0.840
H 2.4993 -1.1181 -0.8712 -0.1 0.5 0.1 0.211
H 1.5541 0.0665 0.1175 -0.5 -0.7 0.1 0.215
H 1.9716 0.5086 -1.4939 0.0 -1.0 0.4 0.209
H -0.4216 -0.5114 -1.2353 -1.0 -0.3 0.1 0.173
H 0.5179 -2.0327 -1.4598 -0.6 -3.4 0.8 0.186
H 0.1833 -0.0455 -3.5189 0.0 0.7 0.3 0.342
H -0.0052 -1.5932 -3.5758 0.2 -0.2 0.0 0.342
C -1.4521 1.8180 2.5137 -2.1 -0.3 1.7 -0.758
S -0.1488 1.0616 3.4611 0.8 0.5 -0.2 0.119
S -0.6770 -0.8569 2.9119 -0.5 -1.0 -0.4 -0.169
H -1.2949 1.7173 1.4904 0.6 -0.2 -1.9 0.206
H -2.2706 1.0935 2.7833 0.0 1.5 -0.4 0.223
H -1.7128 2.8768 2.7149 0.4 -0.7 0.4 0.241
H -1.4861 -0.6703 1.8017 0.9 0.2 0.7 0.141
```
Positions in Å, forces in eV/Å.